Record 1
This record from the OMol25 dataset describes CH3N5O in the gas phase in a non-equilibrium geometry. The level of theory is ωB97M-V/def2-TZVPD.

Output
Orbital gap = 0.3747 Ha
Electronic energy = -10578.1500 eV
SMILES = [H]/N=c1\onnn1N
Relative energy (zero: lowest compared OMol25 entry of this formula, charge and spin) = 341.0 kJ/mol
LUMO level = 0.6693 eV

```
! RIJCOSX wB97M-V def2-TZVPD def2/J DEFGRID3
* xyz 0 1
N 0.51101 -0.52191 0.19822
N -0.52315 -1.39639 -0.06984
C 0.03893 0.83549 0.12708
N -1.61266 -0.70237 -0.15237
H 2.33560 -0.26338 -0.66524
H 2.38062 -1.11026 0.92423
N 0.62562 1.93216 -0.03779
N 1.78879 -0.85950 -0.15321
O -1.30454 0.54583 0.12437
H -0.04079 2.83013 -0.51145
*
```

Record 2
This record from the OMol25 dataset describes a molecular structure, C35H94BeN2O14 in a non-equilibrium geometry. The level of theory is ωB97M-V/def2-TZVPD.

Output
Orbital gap = 0.1943 Ha
Electronic energy = -69857.4559 eV
LUMO level = -0.3627 eV

```
! RIJCOSX wB97M-V def2-TZVPD def2/J DEFGRID3
* xyz 0 1
O 24.09084 11.36282 -20.74227
C 17.24476 12.12825 -15.77352
C 27.88215 11.71765 -17.92883
C 20.90559 13.65648 -9.71739
O 21.46043 12.68719 -20.46980
H 18.33393 8.57291 -16.45412
H 23.17993 15.37518 -14.55429
C 24.88900 7.59793 -13.58682
H 24.74214 9.07802 -18.98017
H 20.89669 16.53060 -9.16328
C 20.16112 11.14995 -21.92402
H 20.38577 10.55774 -19.33204
C 23.62203 7.93475 -14.42276
H 20.03940 6.56639 -17.96602
H 24.60872 10.62998 -21.08338
H 25.74400 13.37950 -12.54871
H 22.77588 9.38721 -13.04413
C 18.99466 9.89331 -13.14222
C 18.28872 11.79269 -11.64996
H 23.09380 15.15924 -17.24308
H 21.28526 16.35510 -18.65332
H 24.76688 6.95300 -12.71662
H 23.15671 5.81708 -14.14781
H 17.75930 7.24317 -17.64817
H 25.46569 6.94773 -14.24469
C 28.79035 10.74853 -17.31705
Be 22.43290 12.58631 -15.00819
H 25.18546 14.12058 -15.57865
H 15.69944 10.67493 -15.47306
N 23.76887 8.78103 -15.59102
C 26.01507 8.36453 -16.62649
H 19.93016 6.86774 -16.21552
H 25.37677 12.71441 -16.10590
C 18.28648 11.26998 -13.10908
C 23.82390 5.95218 -16.14884
H 19.95805 14.04261 -10.09312
H 19.67873 13.20106 -16.50406
H 24.68561 13.99593 -21.50888
H 19.15111 10.93149 -22.27080
H 20.59966 10.16409 -21.76959
H 26.31078 13.90550 -21.02405
C 28.36149 13.21031 -17.66633
O 20.75888 11.01174 -16.05093
H 26.16797 10.92813 -17.22519
H 28.75085 10.75859 -16.22782
H 20.64123 15.59630 -17.28489
H 24.84871 5.71541 -15.86282
H 20.58353 11.59502 -22.82490
H 17.62954 14.74131 -13.37101
H 21.36317 15.41686 -11.38550
H 18.69781 10.94618 -19.76343
H 28.58380 9.75733 -17.72075
H 22.86458 14.16812 -9.21526
H 22.39395 16.56080 -8.47639
C 23.94556 7.04126 -17.21804
O 22.13785 13.26375 -17.38290
H 26.56428 8.23037 -17.55840
H 17.70268 12.70229 -11.51854
H 22.50281 7.75029 -12.62883
H 19.92490 16.10744 -12.98648
H 22.90127 7.17762 -17.49902
H 17.86566 11.96643 -16.65465
H 19.29141 11.97424 -11.26297
O 22.32035 14.96858 -14.66402
H 19.11451 9.52665 -14.16167
H 23.78595 11.53728 -11.26605
C 18.93034 13.83111 -16.02338
C 21.19328 15.36950 -18.19698
C 24.44613 8.41288 -16.81909
C 22.46040 14.56980 -17.90601
O 20.82548 8.37901 -17.15579
C 16.82915 10.98896 -13.57954
H 21.55800 8.58021 -13.89857
O 20.26462 12.69952 -13.65092
O 26.65087 11.75524 -17.29078
H 17.81850 11.02674 -11.03327
H 22.14301 12.05552 -20.70786
H 20.40042 14.89996 -18.77922
H 21.69752 15.65893 -14.43658
H 21.25757 12.87119 -10.38638
C 25.42863 12.81959 -11.66829
H 20.03930 9.85436 -12.83349
O 24.76819 13.25959 -15.60726
O 22.17156 15.15371 -10.93957
H 24.46973 6.71367 -18.11583
O 24.80730 16.12451 -14.41790
C 20.17483 12.12030 -20.69164
H 24.22831 11.45747 -12.86897
H 18.52119 8.72327 -18.11844
H 25.73931 11.87075 -19.63747
C 19.87435 7.32670 -17.20261
H 15.98366 11.54106 -13.16915
H 16.47313 13.50925 -13.44341
H 18.46125 9.12347 -12.58460
H 17.23199 10.02650 -15.50929
H 23.02028 13.75669 -11.76982
O 23.18456 13.14498 -12.49122
C 24.93767 12.35723 -20.19319
H 25.61672 8.38580 -13.39243
C 22.01598 14.72396 -9.61403
H 24.37691 10.48612 -17.94116
H 26.33051 9.27789 -16.12214
H 20.64713 13.17145 -8.77609
H 26.25936 12.12510 -11.54312
H 25.71474 16.11476 -14.11344
C 22.55506 8.41715 -13.48945
H 27.51930 13.83701 -17.95971
H 21.18329 15.41063 -7.77719
H 16.37281 12.65072 -16.16701
C 18.08963 13.10814 -14.91540
H 21.67325 8.02896 -16.87229
C 17.15622 14.06663 -14.08436
H 19.37687 12.84165 -20.86772
C 24.20444 9.42108 -18.09627
H 24.33321 16.61135 -13.74377
H 28.42307 13.46024 -16.60715
C 16.70600 10.89783 -15.11913
H 25.40868 13.50354 -10.81981
H 29.27358 13.55894 -18.15075
O 23.91191 10.24470 -15.31555
H 18.31884 14.16267 -16.86257
H 16.60670 14.76802 -14.71219
C 25.47918 13.27052 -21.32959
H 22.02312 6.59936 -15.22941
H 16.50221 10.03119 -13.17471
H 24.30124 12.90610 -19.49907
C 21.59813 15.84613 -8.68623
C 19.67194 11.36266 -19.50708
H 22.97073 14.50457 -18.86695
C 23.08001 6.52449 -14.97351
O 19.77294 15.49197 -12.26931
H 19.87658 11.05849 -15.68269
H 23.49336 5.02510 -16.61721
H 19.87616 14.62812 -12.66847
H 20.81777 10.13130 -16.42186
C 24.11625 12.19258 -12.07201
H 29.83439 10.95294 -17.55429
H 26.22075 7.46896 -16.04018
H 21.76488 12.73670 -18.09333
H 27.76182 11.55409 -18.99975
H 23.13785 9.31688 -18.29536
H 25.69870 12.78094 -22.27838
C 18.51753 7.96223 -17.33813
N 18.92218 12.30296 -13.93328
H 19.54544 12.02653 -18.65188
H 19.52275 14.55544 -15.46436
*
```

Record 3
This record from the OMol25 dataset describes 6 unconnected molecules or ions with the total composition C54H114N6O6 in a non-equilibrium geometry. The level of theory is ωB97M-V/def2-TZVPD.

Output
⟨S²⟩ = 0.750
Orbital gap (alpha / beta) = 0.0514 / 0.2897 Ha
Electronic energy = -79060.8397 eV
Relative energy (zero: lowest compared OMol25 entry of this formula, charge and spin) = 0.0 kJ/mol
LUMO level (alpha / beta) = 2.0518 / 2.0205 eV

```
! RIJCOSX wB97M-V def2-TZVPD def2/J DEFGRID3
* xyz -1 2
C 1.34365 -5.55696 -2.59764
H 7.57671 -6.89359 0.81856
H -0.05695 -7.11419 -0.45260
H 3.53661 8.16845 6.41323
H -1.60020 -2.83120 -2.56979
H -1.19232 -3.17359 -0.28391
C 4.18876 7.69865 5.67696
O 1.64194 1.54181 -2.14046
H -6.72018 1.19481 0.29583
H 4.12044 1.91819 -1.31828
C 0.64683 5.46501 4.45337
H 2.23117 2.70207 1.72109
N -6.39732 -1.36332 -4.14294
C -7.91523 -0.03958 -2.52479
C -3.90605 -1.29960 -3.84472
C -1.39193 -6.12794 -1.60042
H 6.12601 -2.06197 -0.92809
N 0.31844 -4.55667 -2.57941
H -0.04329 4.73251 4.03474
H 3.45924 -0.22113 -1.21669
H 3.28569 -5.96439 -1.50179
H 6.94760 -3.91206 3.49100
H 7.84757 -4.60878 -1.97950
H -4.17420 6.19914 2.06573
H -4.33719 1.81775 -0.44769
H -0.29346 7.98915 4.06473
H -2.03231 1.97456 -1.13354
H -8.17193 3.51137 1.90325
H -3.83422 2.76638 2.47688
H -5.66006 -0.50479 -1.03898
H -4.12541 4.92743 3.14260
H -7.97260 0.16933 -1.45654
H -6.99590 2.44796 -1.51878
H -1.09480 0.99238 1.39567
H -3.84220 -1.86428 -1.78714
H -3.64733 -0.29990 -4.19364
C -3.75869 5.19511 2.15167
H 9.90818 -5.87375 -0.39617
H 8.97132 -6.81600 1.77272
H -6.31165 5.87315 1.67300
C 0.66457 -6.92794 -2.48542
C -0.16857 1.44862 1.04630
C 2.06979 -5.56479 -3.93983
H 4.38575 2.41769 0.33167
O -7.46186 -1.64757 -4.96245
H 2.68697 -4.40388 -1.34743
C -0.58237 -4.07460 -0.34898
C 3.07498 -0.06852 -0.20814
H 0.36517 -7.28908 -3.46931
H -0.84875 -8.14749 -1.56548
H -4.20750 5.29593 -0.86335
H -1.27076 -0.52399 -0.35829
H 5.13226 -5.80644 0.05185
H -4.19888 0.86249 1.07015
H 2.25224 4.05827 4.46610
H -5.05130 -0.53897 -6.34436
H -1.98362 -6.42125 -2.46758
H -0.81540 1.95075 -2.36064
C -0.96553 2.12868 -1.29579
H -5.70922 -2.13259 -6.57880
H -6.19208 -3.12511 -1.75477
C -6.58941 3.25379 0.41529
C 6.38564 -2.88871 1.56376
C -3.55514 4.57870 -0.36524
H 5.34991 -3.53525 -1.74044
H 5.44671 -2.61576 2.04541
H 1.40722 -5.75841 -4.78340
C 4.39166 5.76907 4.01181
H -0.02990 -0.56412 -1.70440
C 5.51559 -2.95965 -0.82977
H 1.60947 6.57558 1.28475
H -4.91853 -3.77472 -3.45661
C -5.10888 -1.90863 -4.59970
H 7.37200 -6.18905 2.37035
H 9.15350 -2.97017 1.68939
H 4.55914 -2.61597 -0.43581
C -3.78353 2.87795 1.39379
H 0.26254 -0.99524 -0.00245
H -7.68816 0.94846 -2.92519
C -0.41849 -7.14962 -1.48029
H 10.06817 -4.06429 -0.26173
H -2.67603 5.31275 2.19774
H -8.63833 4.07551 0.29169
O 2.92754 8.14556 3.17279
C 3.61776 2.31085 -0.43441
C -4.21583 4.29147 1.03503
H 0.90811 -0.02783 1.85345
C -6.10479 1.91799 0.83101
H -6.32050 1.86222 1.89800
H 1.50222 0.59856 -2.25162
H 5.54616 -5.46241 1.62748
H -3.03329 -1.93213 -4.00688
C 2.33657 -5.43123 -1.44677
C -4.56135 1.78593 0.61853
H 0.07467 6.01593 5.19986
H -7.38755 -0.99693 -5.66442
C 1.15372 6.50643 3.42913
H -6.94396 4.23925 -1.55605
H 9.31751 -4.46282 2.76024
N 7.47016 -4.39314 -0.10047
H 2.12599 6.07585 6.67239
H -4.14180 -3.82099 -5.06888
C 5.17563 -4.95818 0.73498
H -5.35182 0.62999 -2.33801
C -0.86353 -4.67150 -1.76407
C -0.24998 -0.30209 -0.66951
H 0.85212 5.13463 1.70559
C 0.97938 1.04842 2.01068
H 10.71523 -5.22917 0.90635
H -7.37966 -2.06104 -1.00460
H 4.98267 7.23403 6.26168
H 0.46201 -3.90439 -0.08745
H -2.93418 -3.74825 -1.91255
C 3.39773 6.58076 4.85566
C -5.46309 -0.42973 -2.10840
H 2.74920 -6.41624 -3.97926
H -5.42577 3.42962 -1.47851
H -5.90507 -3.88709 -4.78711
H 1.89826 -5.80591 -0.52179
C 6.13243 -3.82556 0.30219
C 8.70941 -3.89590 2.05532
H 5.23834 5.39539 4.58764
C 2.55355 1.31502 0.07871
O 7.45542 -5.16665 -1.30377
H 3.05778 1.18875 2.22053
O 0.78239 -3.26438 -2.73430
H -3.93347 -1.82320 -6.48072
H 0.58064 -3.09725 -3.65785
H -3.37590 -0.33355 -1.94445
H -8.85237 -0.31268 -3.00987
C -1.96315 -3.84457 -2.39827
C -0.01584 7.48695 3.13801
H 2.45532 5.24857 2.11019
O -6.28047 5.49613 0.79068
H 3.40347 4.86290 6.16981
H 2.39600 -0.88520 0.03705
N 2.31199 7.23076 4.01531
H -0.88335 6.89340 2.84951
H -0.96367 -4.68088 0.47270
C 2.68096 5.61579 5.85480
H -3.41356 3.78157 -1.09506
C 1.69573 4.69938 5.14975
C -4.10967 -1.00094 -2.39641
C -0.01999 1.15530 -0.42927
H 2.75883 8.97596 3.62398
C -8.06011 3.32788 0.83464
H -7.80675 -2.95588 -2.45417
H -8.54706 2.35466 0.77282
H 4.48198 8.49755 4.99587
H -2.55859 5.01945 -0.33821
H 3.17162 3.23973 -0.78970
C -6.99677 -2.41917 -1.96023
C 7.38139 -3.33810 2.67216
H 1.30024 3.95932 5.84546
H -2.70798 2.74908 1.27261
N -5.75268 4.28834 1.06642
H 2.47847 -4.58952 -4.20427
H 1.49685 -7.59446 -2.25924
H -1.97457 -6.15527 -0.67961
C -6.46792 3.33664 -1.17295
H 4.88976 6.44207 3.31390
C 1.55539 5.86356 2.10829
H 6.84007 -1.96223 1.21269
H -0.79163 3.18097 -1.07096
H -2.24500 -4.10515 -3.41844
C -4.96903 -3.41729 -4.48509
H 3.91154 -0.22881 0.47199
H 4.14247 -4.61281 0.77244
N 1.36564 1.54247 -0.71473
C 8.48930 -4.88375 0.91379
H 0.74398 1.31539 3.04093
H 0.29371 8.23197 2.40506
C -4.91509 -1.58529 -6.07094
H -0.22632 2.53623 1.00299
C 9.86962 -5.00208 0.25714
C 2.28082 1.62110 1.59007
C 8.07399 -6.24334 1.53827
H 7.74619 -2.45913 3.20360
H 3.89282 4.95864 3.48034
C -6.66343 -1.08824 -2.74317
*
```

Q: Which of these has the lowest electronic energy?
A: C54H114N6O6